(1)
Formula: C47H74N9O16
Source: the Open Molecules 2025 dataset
Level of theory: wB97M-V/def2-TZVPD

Structure (XYZ):
```
146
C47H74N9O16, DFT wB97M-V/def2-TZVPD
O 5.94339 4.21639 -1.28910
O 3.94336 -0.80193 -2.08111
O -2.35912 -2.92227 1.65434
O -4.09712 -2.82896 -3.28857
O -0.57801 1.46145 0.33493
O -2.64239 -0.38720 0.43162
O 1.73982 -4.27028 2.64345
O 3.86147 -3.76315 -0.27688
O 1.02567 -1.25989 -2.05542
O 0.73978 -8.86363 5.43978
O 3.24819 0.03388 5.17938
O 0.07587 -3.04458 0.42888
O -7.38012 2.36536 0.49880
O 3.51777 2.42354 3.84098
O -3.18808 -0.23647 6.41111
O 0.64610 1.81313 -5.76696
N 4.90070 -1.94536 0.38377
N -3.01607 -3.04032 -1.26831
N 0.09834 -0.25197 -4.86606
N 2.78364 -0.52419 3.01298
N -1.81137 -2.85949 -3.07565
N 1.30153 1.12091 -3.70259
N -1.81318 2.63898 -3.25523
N 4.59539 -3.52304 1.95738
N 2.49343 -2.01783 4.67003
C -5.07414 -0.40354 0.14503
C -2.01642 1.92984 -4.61937
C -2.41400 0.42278 -4.34202
C 2.38890 2.90417 1.81721
C -2.42279 0.29167 -2.80539
C -0.32256 2.68547 -2.93000
C 0.94866 -7.68998 4.76059
C -3.83911 1.57248 0.69188
C -2.95583 6.13709 -1.92723
C -3.09146 -2.89657 -2.60305
C -0.02142 -7.19606 3.89993
C -2.47534 4.69090 -1.85256
C 4.49745 0.39905 -1.76305
C 5.43827 2.95154 -1.47628
C -4.04305 -1.34543 4.46351
C 0.40060 1.70863 1.22018
C 0.37941 3.84132 -3.68590
C 2.86489 -0.78990 4.33676
C 2.36918 2.37356 3.07553
C -4.97584 2.34628 0.52378
C -2.57166 1.68721 -2.27097
C -3.00142 -0.93480 5.28702
C -3.86267 0.21332 0.45465
C 1.84916 3.58212 -3.85546
C -3.82096 -1.97709 3.23656
C 4.26714 2.57581 -0.81018
C -6.20177 1.73294 0.31491
C 0.32367 1.20713 2.53114
C -1.70474 -1.08630 4.82532
C -6.20971 0.34189 0.04261
C 6.14240 2.02058 -2.23987
C 1.42773 2.60869 0.87863
C 3.77438 1.33107 -0.99024
C 2.11464 -6.99382 5.03631
C 0.49255 -0.78689 -0.87295
C -2.55142 -2.24787 2.83515
C 1.35731 1.43114 3.46525
C 1.46718 -5.37833 3.40663
C 4.42857 -3.17045 0.63412
C -2.53872 4.03576 -3.26760
C 0.23121 -6.02230 3.23811
C 5.67993 0.71797 -2.41902
C -1.45921 -1.78387 3.63873
C 0.75372 0.94433 -4.89617
C 2.67536 3.10422 -2.61385
C 2.47374 -5.92288 4.18538
C 0.58396 -1.74018 0.38733
H -0.40503 -0.65115 -5.63789
H -3.29968 -0.26519 -2.47268
H -1.92620 4.58615 -3.97711
H -3.56075 3.76040 -3.51430
H 6.16278 -0.00589 -3.05816
H -4.58557 -2.27721 2.53225
H -2.17593 -2.81319 -0.75998
H 5.48824 4.77425 -1.92713
H 2.42235 -2.17028 5.66177
H -1.63140 -0.20360 -4.76615
H 2.90159 0.41777 2.68397
H 7.12278 2.25525 -2.63406
H -1.17062 2.08011 -5.28725
H 3.26899 2.16939 4.73479
H -7.40042 3.31269 0.64218
H -2.81322 6.78133 -1.06111
H -4.00074 6.15085 -2.24401
H -2.87244 2.00167 0.91938
H -2.48356 6.71111 -2.72963
H 2.00083 2.85142 -4.65314
H 3.77400 3.40263 -0.31420
H -1.56807 -0.28243 -2.44686
H 4.88509 -1.52480 -0.53499
H 1.43853 0.84582 4.37040
H 3.92751 -4.18846 2.30830
H 2.77923 -7.43693 5.76451
H 3.45587 -5.47362 4.22132
H -1.03444 0.61366 0.45368
H 2.42824 3.83886 -1.83920
H 2.38463 4.49002 -4.13950
H -3.86850 -3.30520 -0.80352
H -2.61914 -1.29313 0.77046
H -7.19836 -0.07230 -0.10414
H 1.35067 0.38949 -3.00241
H -2.87166 2.47686 -5.01532
H -5.05763 -1.26490 4.83586
H -0.02796 -1.26759 1.17419
H 1.68728 2.04984 -3.61964
H -4.88301 3.39101 0.79567
H 3.25388 3.51072 1.57945
H -1.01921 -7.61298 3.86800
H -0.16289 2.67152 -1.85325
H 0.05153 3.91444 -4.72399
H -1.52104 4.61679 -1.32968
H -1.80303 -2.79638 -4.08001
H 0.28741 4.80049 -3.17349
H 3.76019 3.16160 -2.66498
H 0.92892 0.20207 -0.65026
H -3.15912 4.15755 -1.18928
H 2.27787 2.17843 -2.19726
H -2.24002 2.00512 -1.28750
H 1.66209 -1.90450 0.52488
H -3.64545 1.80485 -2.43039
H -0.54002 -5.55104 2.64295
H -0.91444 -0.74546 5.48112
H -3.36816 0.27296 -4.84266
H 0.97977 -4.02629 2.09241
H -0.11476 -9.29355 5.38660
H 1.43300 3.10851 -0.07758
H 5.20286 -1.39943 1.17417
H 2.40010 -1.28370 2.47199
H -1.48753 -2.88509 1.21366
H -0.42132 -1.88547 3.35007
H 2.81860 0.95935 -0.64199
H 5.40417 -3.16738 2.43192
H -0.09702 1.69299 -3.32502
H -5.09998 -1.44215 -0.15365
H -0.44382 0.58071 2.96620
H 2.18381 -2.69235 3.98727
H 2.97190 -0.76129 -1.99559
H -0.55501 -0.45327 -0.99846
H -1.08353 -2.81876 -2.37828
H 0.35033 -0.79115 -4.03757
H -4.09916 0.06155 6.48121
```

Values from the calculation:
Energy in a.u.: -3531.84929
Total charge: -1
Lowest unoccupied orbital energy in eV: 1.60
Frontier orbital gap in eV: 5.84
Relative energy (zero: lowest compared OMol25 entry of this formula, charge and spin) in kcal/mol: 15.8

=====

(2)
Formula: C30H33ClGeN3O3S2Sc
Source: the Open Molecules 2025 dataset
Level of theory: wB97M-V/def2-TZVPD

Structure (XYZ):
```
74
C30H33ClGeN3O3S2Sc, DFT wB97M-V/def2-TZVPD
Ge 1.71310 -2.83858 -1.01888
Sc -0.50675 0.08348 0.35991
Cl -8.15206 -0.85625 3.35847
S 2.81315 2.54101 -3.80962
S 3.22591 -0.08778 -1.02759
O -2.10199 1.09280 1.24083
O -2.45174 -0.59263 -0.12888
O 5.10461 2.08801 -2.59658
N 0.90151 0.82612 2.57425
N -0.37336 -1.11658 2.04993
N 1.12744 0.92093 1.17727
C -4.54491 0.63718 2.57049
C 2.25953 1.63571 0.85136
C -6.26999 -1.25690 1.46699
C -1.16194 -2.13263 2.53863
C 5.62389 1.62530 -3.84926
C -1.77641 0.77212 -3.18883
C -1.12034 2.46806 -1.60309
C -0.15017 -3.41138 -1.08491
C 4.31345 2.90032 1.14832
C 3.12246 2.24051 1.68545
C 2.54868 1.57507 -0.62807
C -0.77841 1.49576 -2.53902
C -2.46001 2.72951 -1.33126
C 3.84179 2.45890 -2.53912
C 0.16535 -0.18452 2.94169
C 2.74348 -3.79800 -2.35271
C -1.44467 -2.30135 3.84500
C -5.04131 -1.01283 0.87892
C -0.14027 -0.33395 4.35543
C 4.49800 3.12348 -0.15387
C 2.46988 -3.01449 0.74915
C 1.72507 -0.92808 -1.57381
C -2.86486 0.16978 0.80917
C -0.90581 -1.34951 4.78320
C -5.76868 0.39465 3.16984
C -3.44863 2.01857 -1.99088
C -4.18284 -0.06641 1.42795
C 3.41192 2.75068 -1.11811
C -3.10723 1.03632 -2.91542
C -6.61521 -0.54882 2.60841
H 2.35063 -4.03923 1.10106
H -4.73672 -1.55564 -0.00492
H 2.95955 2.18833 2.75105
H 5.05976 3.24565 1.85282
H 0.85714 -0.39871 -1.16473
H 2.76878 -4.86310 -2.12299
H 5.54666 2.41209 -4.59794
H -0.24141 -4.41901 -0.67755
H 5.36423 3.65445 -0.52150
H -0.83138 -2.77921 -0.50773
H 2.30594 -3.66932 -3.34266
H 1.96899 -2.34028 1.44510
H -3.88465 0.47796 -3.41953
H 2.71259 3.59421 -1.21641
H 5.05483 0.75463 -4.17268
H -4.49034 2.22426 -1.78176
H 1.61354 1.64294 -1.18408
H -6.06871 0.92354 4.06251
H -1.12073 -1.45832 5.83886
H 0.28101 0.40273 5.02387
H -1.50767 0.02069 -3.92024
H -1.55961 -2.80180 1.78308
H 6.65936 1.37014 -3.64636
H 1.58572 -0.83683 -2.65543
H -2.06778 -3.12170 4.16703
H -2.72328 3.47844 -0.59670
H -3.85984 1.35949 2.99149
H 3.52962 -2.76463 0.73193
H 3.76942 -3.43136 -2.37985
H -6.95470 -1.98498 1.05710
H -0.34026 3.03884 -1.10871
H 0.26105 1.34559 -2.80833
H -0.50337 -3.42346 -2.11658
```

Values from the calculation:
Energy in a.u.: -5647.24036
Total charge: 0
Lowest unoccupied orbital energy in eV: -0.13
Frontier orbital gap in eV: 6.31
Relative energy (zero: lowest compared OMol25 entry of this formula, charge and spin) in kcal/mol: 30.4

=====

(3)
Formula: C6H11P
Source: the Open Molecules 2025 dataset
Level of theory: wB97M-V/def2-TZVPD

Structure (XYZ):
```
18
C6H11P, DFT wB97M-V/def2-TZVPD
P 1.82969 0.21040 -1.95412
C 0.59271 0.24500 1.86432
C -0.30632 -0.46027 -0.39626
C 1.83756 0.74958 -0.31447
C -1.78429 -0.41906 -0.07653
C 0.47064 0.65442 0.32769
C 0.04178 -0.44359 -1.92064
H 0.10376 0.90549 2.51650
H -2.13662 -1.36190 -0.32777
H 0.08693 -0.76742 1.98325
H -0.06228 1.65525 0.25074
H -0.11414 -1.38288 -2.45381
H 2.51708 1.36205 0.18405
H -2.20895 0.59588 -0.39880
H -1.74400 -0.59496 1.06696
H -0.01749 -1.43333 -0.16597
H -0.69382 0.26607 -2.44625
H 1.58774 0.21927 2.26111
```

Values from the calculation:
Energy in a.u.: -576.49281
Total charge: 0
Lowest unoccupied orbital energy in eV: 0.44
SMILES: C[C@H]1C=PC[C@@H]1C
Frontier orbital gap in eV: 9.24
Relative energy (zero: lowest compared OMol25 entry of this formula, charge and spin) in kcal/mol: 15.6

=====

(4)
Formula: C2H3Cl2O2P
Source: the Open Molecules 2025 dataset
Level of theory: wB97M-V/def2-TZVPD

Structure (XYZ):
```
10
C2H3Cl2O2P, DFT wB97M-V/def2-TZVPD
Cl 0.78988 -1.00466 1.79982
Cl 1.92272 1.23386 0.41709
P -2.16898 0.59208 0.91034
O -2.89478 1.77818 0.51762
O -0.72707 1.06344 0.44723
C 0.71736 -0.00486 0.39546
C 0.56124 -0.78804 -0.87138
H -0.40825 -1.30350 -0.84240
H 0.73497 -0.06250 -1.82983
H 1.47290 -1.50399 -0.94396
```

Values from the calculation:
Energy in a.u.: -1490.20668
Total charge: 0
Lowest unoccupied orbital energy in eV: 0.16
Frontier orbital gap in eV: 10.37
Relative energy (zero: lowest compared OMol25 entry of this formula, charge and spin) in kcal/mol: 46.4

=====

Strongest force on any atom? In order: 3.788; 0.583; 4.224; 4.704 eV/Å.